i:
The following is a DFT calculation (ωB97M-V/def2-TZVPD) of a cluster of 2 separate species, C3H10O3 in total.

Each atom is followed by the atoms it is bonded to, with distances in Å.
Atoms and positions in Å:
1 O 1.6820 -0.1474 -3.3339  C2 1.430, H6 0.980
2 C 1.3582 0.7141 -2.2396  O1 1.430, C3 1.562, H7 1.107, H8 1.107
3 C 0.8961 -0.1597 -1.0298  C2 1.562, C4 1.539, H9 1.107, H10 1.107
4 C 0.6926 0.7368 0.2049  C3 1.539, O5 1.495, H11 1.107, H12 1.107
5 O 0.2854 -0.1771 1.3161  C4 1.495, H13 0.980
6 H 2.3577 -0.7740 -3.0004  O1 0.980
7 H 2.1994 1.4251 -2.1290  C2 1.107
8 H 0.4610 1.2960 -2.5256  C2 1.107
9 H -0.0449 -0.7361 -1.1177  C3 1.107
10 H 1.6818 -0.8511 -0.6690  C3 1.107
11 H 1.6083 1.3223 0.4150  C4 1.107
12 H -0.1058 1.4501 -0.0766  C4 1.107
13 H -0.3139 0.2917 1.9338  O5 0.980
14 O -4.0086 -1.3626 4.3858  H15 0.984, H16 0.984
15 H -4.9536 -1.6314 4.4401  O14 0.984
16 H -3.7958 -1.3968 3.4257  O14 0.984

- HOMO (eV) = -10.30
- Kohn-Sham gap (Ha) = 0.40041

Here are the Löwdin charges for atoms 1 to 6, given in e:
1 O -0.099
2 C -0.258
3 C -0.181
4 C -0.247
5 O -0.105
6 H 0.092

ii:
The following is a DFT calculation (ωB97M-V/def2-TZVPD) of a cluster of 2 separate species, C3H10O3 in total.

Each atom is followed by the atoms it is bonded to, with distances in Å.
Atoms and positions in Å:
1 C 1.1271 1.3047 -0.2054  C2 1.536, H4 1.114, H5 1.036, H6 1.109
2 C 1.3702 -0.1880 0.0636  C1 1.536, C3 1.541, H7 1.078, H8 1.076
3 C 2.8463 -0.5851 0.2566  C2 1.541, H9 1.114, H10 1.107, H11 1.089
4 H 1.5313 1.4632 -1.2310  C1 1.114
5 H 0.1420 1.5825 -0.3665  C1 1.036
6 H 1.6339 1.9696 0.5228  C1 1.109
7 H 0.8413 -0.4484 0.9664  C2 1.078
8 H 0.9260 -0.7093 -0.7659  C2 1.076
9 H 2.8433 -1.6433 0.6061  C3 1.114
10 H 3.2806 0.0159 1.0780  C3 1.107
11 H 3.4717 -0.4918 -0.6301  C3 1.089
12 O -0.7477 -0.2992 -0.3220  O13 1.353, H15 0.932
13 O -2.0255 -0.7326 -0.2283  O12 1.353, O14 1.476
14 O -2.7054 0.3897 0.4481  O13 1.476, H16 0.969
15 H -0.7955 -0.2991 -1.2524  O12 0.932
16 H -2.1075 0.5078 1.2018  O14 0.969

- HOMO (eV) = -10.27
- Kohn-Sham gap (Ha) = 0.40399

Here are the Löwdin charges for atoms 1 to 6, given in e:
1 C -0.100
2 C -0.339
3 C -0.104
4 H 0.089
5 H 0.028
6 H 0.089

Which is most stable? The ranking, best first, is i, ii.